23
Properties=species:S:1:pos:R:3:forces:R:3 method="wB97M-V/def2-TZVPD" fmax_ev_per_a=3.6 smiles="COS(=O)(=O)N1C(=O)[C@@H](C)[C@@H]1C" relative_energy_ev=2.340 e_lumo_ev=0.65 homo_lumo_gap_ev=10.94 multiplicity=1 e_homo_ev=-10.290
C 1.338286 -0.076328 -2.359234 1.4239 2.3518 -1.1380
O 0.026851 0.277403 -2.783792 0.0326 -0.9640 -0.8828
S -0.826498 1.103191 -1.817084 -0.1647 0.3827 0.4293
O -2.126760 1.067300 -2.324694 -1.5795 -0.4211 -0.3760
O -0.267598 2.364135 -1.514626 0.8716 0.6536 0.4626
N -0.602299 0.183055 -0.471982 -0.2143 0.4452 0.0666
C -0.525712 -1.165469 -0.293382 0.3402 -2.2515 1.6034
O -0.712150 -2.131024 -0.980381 0.1219 0.7110 -0.1923
C -0.146933 -1.000840 1.247027 0.3396 1.0060 -1.8224
C 1.266966 -1.389319 1.699406 -0.2218 -2.7576 -2.3208
C -0.316118 0.521706 0.925899 1.0407 0.5327 0.7578
C -1.411323 1.219831 1.625508 -1.9095 0.4172 2.8514
H 1.906213 -0.157517 -3.334656 -0.1680 0.6917 1.4409
H 1.623555 0.697425 -1.585005 0.6090 -0.6666 -1.3689
H 1.430240 -1.006915 -1.904423 -0.5913 -1.8312 0.7528
H -0.983662 -1.381489 1.803512 -0.1168 -0.1993 0.6593
H 1.961598 -1.403694 0.785714 -0.7238 0.4770 1.4702
H 1.320634 -2.449699 2.065009 -0.3288 0.7900 -0.4100
H 1.619802 -0.827678 2.508902 0.5866 1.2601 0.8910
H 0.623068 1.133622 1.063385 -0.7383 -0.7892 -0.4046
H -1.523046 2.240299 1.366845 0.2121 1.1662 -0.8480
H -1.204183 1.344189 2.757443 -0.1619 -0.7243 -1.6230
H -2.470933 0.837818 1.520608 1.3403 -0.2807 0.0019